# 1
93
Properties=species:S:1:pos:R:3:forces:R:3:nbo_charge:R:1 method="wB97M-V/def2-TZVPD" multiplicity=4 e_lumo_ev="2.10 / 2.05" molar_mass_g_mol=911.13 fmax_ha_per_bohr=0.03099 e_homo_ev="-2.7444 / -4.0872" charge=-1
V -0.016 -0.175 0.272 -1.092 1.056 0.482 1.2607
S -2.321 3.953 -1.196 0.091 0.007 -0.113 -0.2040
C -1.464 2.943 -0.188 -0.203 0.009 0.205 -0.4712
S -0.415 3.530 1.031 0.095 0.242 -0.129 -0.2633
S -1.775 1.208 -0.394 -0.164 0.035 -0.144 -0.1801
N 0.009 -1.171 -1.406 -0.025 -0.913 -0.319 -1.1607
S 0.696 -2.130 -2.253 -0.004 0.167 -0.175 1.8771
N 1.611 -1.537 -3.460 -0.001 0.057 -0.063 -1.1949
S 3.060 -1.030 -3.123 0.207 -0.476 0.304 1.8635
N 3.398 -0.257 -1.795 -0.030 0.184 -0.109 -1.1982
S 2.591 1.020 -1.189 -0.143 0.087 -0.015 1.8725
N 1.480 0.879 -0.251 1.125 0.135 -0.088 -1.1731
C 2.151 2.091 -2.549 -0.025 0.010 0.041 -0.2477
C 0.804 2.143 -2.872 0.048 0.018 0.009 -0.1822
C 0.402 2.972 -3.910 -0.004 -0.006 0.012 -0.1906
C 1.338 3.724 -4.602 -0.021 0.000 -0.001 -0.1954
C 2.684 3.669 -4.256 0.016 0.001 0.000 -0.2097
C 3.098 2.856 -3.217 0.002 0.010 -0.001 -0.2175
C 3.941 1.874 -0.401 -0.026 0.042 -0.008 -0.2999
C 5.275 1.614 -0.668 -0.024 -0.031 -0.004 -0.2028
C 6.246 2.340 0.005 0.026 0.021 0.024 -0.2102
C 5.874 3.311 0.924 0.015 -0.014 -0.011 -0.1950
C 4.533 3.563 1.178 -0.013 -0.010 -0.007 -0.2228
C 3.551 2.842 0.516 0.025 -0.024 -0.050 -0.1117
C 3.400 0.009 -4.495 0.038 0.229 -0.294 -0.3306
C 2.528 0.144 -5.575 0.003 0.008 0.147 -0.1558
C 2.956 0.813 -6.709 0.024 0.072 -0.095 -0.2176
C 4.239 1.334 -6.789 -0.026 -0.043 0.055 -0.2295
C 5.114 1.169 -5.717 0.029 0.049 -0.070 -0.2013
C 4.708 0.506 -4.580 -0.106 -0.117 0.037 -0.2141
C 4.130 -2.361 -3.084 -0.236 0.221 0.082 -0.4429
C 3.977 -3.343 -4.101 0.019 -0.002 -0.069 -0.1858
C 4.945 -4.299 -4.274 0.005 0.009 -0.005 -0.2309
C 6.098 -4.317 -3.476 0.028 -0.067 -0.033 -0.2818
C 6.262 -3.329 -2.503 -0.022 0.051 0.033 -0.2088
C 5.312 -2.353 -2.300 0.099 -0.027 -0.007 -0.2390
C 1.709 -3.367 -1.448 -0.012 -0.011 -0.003 -0.3333
C 2.311 -3.013 -0.253 -0.013 0.038 0.051 -0.1648
C 3.142 -3.921 0.382 -0.029 0.010 -0.017 -0.1793
C 3.368 -5.165 -0.185 -0.013 -0.001 -0.005 -0.1898
C 2.763 -5.509 -1.387 0.008 -0.009 0.015 -0.2257
C 1.926 -4.611 -2.026 -0.023 0.012 -0.024 -0.1451
C -0.442 -3.124 -3.201 0.001 0.076 -0.022 -0.2920
C -1.345 -3.867 -2.453 -0.011 0.045 -0.002 -0.1853
C -2.319 -4.599 -3.108 0.008 -0.001 0.002 -0.1953
C -2.395 -4.570 -4.495 0.006 0.000 0.002 -0.1980
C -1.497 -3.811 -5.229 0.003 -0.005 -0.004 -0.2305
C -0.507 -3.082 -4.582 0.063 -0.055 0.004 -0.1356
H 0.078 1.578 -2.300 -0.031 -0.040 0.026 0.2707
H -0.652 3.048 -4.141 -0.010 -0.005 0.005 0.2350
H 1.018 4.378 -5.403 -0.006 0.008 -0.012 0.2097
H 3.410 4.269 -4.790 0.003 0.003 -0.004 0.2106
H 4.140 2.820 -2.930 0.025 0.000 0.008 0.2243
H 5.542 0.841 -1.375 0.005 -0.024 -0.020 0.2364
H 7.292 2.140 -0.183 0.008 0.000 -0.001 0.2110
H 6.635 3.873 1.449 0.017 0.008 0.013 0.2102
H 4.244 4.317 1.897 -0.006 0.018 0.015 0.2198
H 2.496 3.014 0.698 -0.042 -0.001 0.018 0.2640
H 1.520 -0.233 -5.494 -0.034 -0.017 -0.003 0.2340
H 2.268 0.945 -7.534 -0.016 0.002 -0.022 0.2124
H 4.560 1.862 -7.677 0.009 0.009 -0.023 0.2096
H 6.121 1.563 -5.771 0.027 0.011 -0.005 0.2108
H 5.393 0.363 -3.754 0.030 -0.017 0.047 0.2262
H 3.091 -3.337 -4.722 -0.037 -0.016 -0.012 0.2128
H 4.807 -5.057 -5.036 -0.009 -0.008 -0.009 0.2037
H 6.849 -5.081 -3.615 0.022 -0.014 -0.007 0.2003
H 7.144 -3.338 -1.874 0.017 0.002 0.022 0.2048
H 5.427 -1.619 -1.517 0.003 0.027 0.050 0.2277
H 2.144 -2.031 0.170 -0.003 -0.044 -0.010 0.2356
H 3.591 -3.655 1.329 0.007 0.011 0.022 0.2280
H 4.016 -5.875 0.313 0.019 -0.013 0.006 0.2106
H 2.948 -6.478 -1.832 0.006 -0.021 -0.010 0.2118
H 1.463 -4.871 -2.968 -0.011 -0.005 0.002 0.2175
H -1.288 -3.856 -1.371 0.005 0.004 0.029 0.2455
H -3.027 -5.183 -2.536 -0.017 -0.019 0.017 0.2172
H -3.163 -5.136 -5.004 -0.028 -0.015 -0.016 0.2119
H -1.565 -3.782 -6.308 0.002 -0.001 -0.029 0.2134
H 0.207 -2.490 -5.134 0.009 0.014 -0.010 0.2338
O -0.004 0.938 2.165 0.107 -0.430 -0.126 -0.7588
C 1.089 0.716 2.919 0.009 -0.047 0.039 0.4333
C 1.758 1.780 3.526 0.020 -0.017 -0.015 -0.3028
C 2.879 1.541 4.299 -0.002 0.016 0.002 -0.1808
C 3.340 0.244 4.496 0.012 -0.016 0.009 -0.2726
C 2.660 -0.808 3.911 -0.006 0.003 -0.032 -0.1371
C 1.540 -0.595 3.112 0.062 -0.021 0.068 -0.2754
C 0.860 -1.797 2.504 0.087 -0.052 0.117 0.7952
O 1.145 -2.919 2.882 -0.039 0.047 0.074 -0.6387
O 0.010 -1.563 1.543 0.175 -0.644 0.162 -0.7625
H -0.093 1.940 1.856 -0.111 0.176 -0.018 0.4451
H 1.383 2.783 3.374 -0.007 0.036 0.006 0.2293
H 3.395 2.376 4.756 0.009 0.016 0.008 0.2031
H 4.214 0.060 5.107 0.012 -0.001 0.004 0.2038
H 2.977 -1.832 4.056 -0.007 -0.010 0.001 0.2298

***

# 2
19
Properties=species:S:1:pos:R:3:forces:R:3:nbo_charge:R:1 method="wB97M-V/def2-TZVPD" e_lumo_ev=1.02 molar_mass_g_mol=104.16 fmax_ha_per_bohr=0.02061 e_homo_ev=-7.9053
C 1.517 0.778 -0.470 0.593 -0.090 0.874 0.0422
N 1.623 0.085 0.680 0.101 0.690 -0.734 -0.6895
N 2.397 0.472 -1.554 -0.135 -0.218 -0.091 -0.8592
H 2.129 0.916 -2.422 0.057 0.027 0.096 0.3718
H 0.477 -0.598 0.754 -0.797 -0.457 -0.164 0.2758
H 2.271 -0.694 0.544 -0.108 -0.047 -0.071 0.3549
H 3.371 0.667 -1.353 -0.153 0.033 0.011 0.3718
H 1.191 1.818 -0.354 -0.195 -0.092 -0.069 0.1771
H 0.226 0.309 -0.954 -0.917 -0.427 0.090 0.2906
C -1.606 -0.974 1.509 -0.083 0.094 -0.118 -0.6438
N -1.617 1.059 -0.501 -0.096 0.105 -0.026 -0.6779
C -0.710 -1.007 0.287 0.784 0.117 0.361 -0.2278
N -0.898 -0.131 -0.773 0.835 0.474 -0.203 -0.3351
H -2.323 1.169 -1.220 0.090 -0.061 0.113 0.3594
H -2.064 1.074 0.409 0.083 -0.138 -0.061 0.3475
H -0.493 -2.007 -0.087 -0.110 -0.007 0.004 0.1986
H -1.342 -1.798 2.172 0.013 0.026 -0.042 0.2288
H -2.664 -1.082 1.248 0.041 0.003 0.023 0.2074
H -1.485 -0.054 2.086 -0.002 -0.032 0.004 0.2074

***

# 3
14
Properties=species:S:1:pos:R:3:forces:R:3:nbo_charge:R:1 method="wB97M-V/def2-TZVPD" e_lumo_ev=0.89 molar_mass_g_mol=106.10 fmax_ha_per_bohr=0.01953 e_homo_ev=-9.6138
N 0.782 0.794 1.701 0.067 -0.556 -0.760 -0.6828
N -0.438 0.728 1.015 0.091 -0.107 -0.180 -0.2319
C -0.442 0.041 -0.059 0.155 -0.256 0.372 0.1620
C 0.776 -0.693 -0.611 -0.264 0.630 0.737 -0.1344
O 1.828 0.228 -0.857 -0.086 -0.661 -0.630 -0.7114
C -1.715 0.010 -0.848 0.491 0.364 0.003 0.0193
F -1.999 -1.296 -1.225 -0.125 -0.067 0.049 -0.3650
H 1.192 -0.134 1.821 -0.011 0.190 0.021 0.3486
H 0.619 1.199 2.595 -0.184 0.273 0.601 0.3727
H 1.072 -1.492 0.087 0.055 0.083 -0.045 0.1673
H 0.498 -1.174 -1.529 0.071 -0.158 -0.530 0.2072
H 1.916 0.772 -0.076 0.075 0.393 0.492 0.4827
H -1.566 0.594 -1.762 -0.195 -0.042 -0.052 0.1752
H -2.523 0.424 -0.251 -0.140 -0.086 -0.078 0.1904

***

# 4
88
Properties=species:S:1:pos:R:3:forces:R:3:lowdin_charge:R:1 method="wB97M-V/def2-TZVPD" e_lumo_ev="-9.19 / -9.19" molar_mass_g_mol=711.98 fmax_ha_per_bohr=0.08104 e_homo_ev="-12.4694 / -12.4687" charge=+2
Zr -3.429 0.186 -1.434 4.153 0.322 0.140 1.7779
C 0.371 2.887 1.750 -0.629 0.860 0.196 -0.0910
C -0.223 4.034 1.393 0.098 -0.719 0.503 -0.1242
C 0.029 4.793 0.145 -0.592 0.270 -0.807 -0.1754
C -0.643 4.165 -1.095 -0.036 1.221 0.123 -0.1892
C -0.038 2.995 -1.748 -0.515 -1.605 -0.960 -0.1315
C 1.095 2.309 -1.570 -1.588 0.125 0.447 -0.0980
C 1.950 2.461 -0.371 0.336 -0.043 0.542 -0.1735
C 1.279 1.991 0.959 0.445 0.273 0.092 -0.1833
C -2.221 -0.047 -3.226 -0.235 -0.650 -0.207 -0.2606
H 0.189 2.585 2.789 -0.093 -0.351 -0.466 0.1116
H -0.981 4.481 2.049 0.576 -0.173 0.131 0.1059
H 1.107 4.888 -0.032 -0.476 0.408 0.014 0.1106
H -0.435 5.786 0.273 0.550 -0.227 -0.134 0.1219
H -1.691 3.906 -0.891 0.039 0.146 0.257 0.0819
H -0.728 4.952 -1.871 0.069 -0.242 0.205 0.1276
H -0.784 2.579 -2.464 0.874 0.302 -0.192 0.0859
H 1.288 1.446 -2.186 -0.060 -0.141 -0.315 0.1006
H 2.250 3.500 -0.309 0.552 -0.145 0.328 0.1043
H 2.828 1.824 -0.515 0.134 0.357 0.118 0.1105
H 0.687 1.077 0.751 0.340 0.371 0.152 0.0611
H 2.097 1.729 1.652 -0.252 -0.191 -0.215 0.1176
H -1.435 -0.807 -3.108 -0.174 0.141 0.546 0.0281
H -1.722 0.696 -3.865 -0.516 0.440 0.382 0.0322
H -2.939 -0.568 -3.887 -0.545 0.208 -0.139 0.0236
P -6.621 3.602 -1.800 -1.598 2.188 1.114 0.9700
P -5.275 3.356 -4.342 0.147 1.134 -2.410 0.9710
C -5.797 5.119 -2.418 1.151 -0.303 -0.906 -0.3297
C -5.140 4.996 -3.593 -0.584 0.160 1.460 -0.3321
C -8.260 4.485 -1.424 -0.223 -0.929 -0.174 -0.3977
C -8.434 5.851 -1.162 -0.167 -0.023 0.118 -0.0974
C -9.689 6.358 -0.801 0.213 -0.210 -0.157 -0.0637
C -10.801 5.522 -0.736 0.237 -0.388 0.025 -0.0632
C -10.640 4.159 -1.003 0.153 -0.081 -0.146 -0.0695
C -9.389 3.645 -1.370 0.074 0.465 0.211 -0.1171
C -5.839 3.667 -0.140 -0.707 0.085 -0.206 -0.3974
C -4.466 3.383 -0.085 -0.381 -0.702 0.238 -0.1784
C -3.819 3.375 1.142 0.067 -0.245 0.633 -0.0957
C -4.544 3.633 2.313 -0.300 0.069 -0.013 -0.0528
C -5.910 3.966 2.256 0.453 -0.146 -0.384 -0.0262
C -6.550 4.011 1.010 0.096 0.008 0.342 -0.0566
C -6.534 4.023 -5.674 0.481 -0.483 0.211 -0.3088
C -7.803 4.490 -5.302 0.311 -0.256 0.159 -0.0985
C -8.667 5.018 -6.254 0.041 0.020 -0.237 -0.0717
C -8.300 5.093 -7.597 0.607 -0.244 0.056 -0.0626
C -7.025 4.652 -7.967 -0.036 0.029 0.118 -0.0662
C -6.148 4.127 -7.013 0.212 -0.162 -0.039 -0.0907
C -3.723 3.321 -5.340 -0.030 -0.639 -0.067 -0.4322
C -3.482 2.101 -6.010 0.193 0.572 0.334 -0.1602
C -2.312 1.921 -6.737 0.214 0.026 -0.045 -0.0904
C -1.362 2.951 -6.800 -0.237 0.118 -0.002 -0.0667
C -1.619 4.180 -6.177 0.193 -0.278 -0.150 -0.0647
C -2.785 4.356 -5.433 -0.117 -0.009 0.004 -0.0911
H -5.827 6.045 -1.827 0.010 -0.399 -0.413 0.0824
H -4.668 5.833 -4.121 -0.254 -0.300 0.286 0.0857
H -7.608 6.553 -1.230 -0.153 -0.155 0.122 0.0910
H -9.787 7.412 -0.558 0.013 -0.125 -0.152 0.1124
H -11.782 5.921 -0.475 0.309 -0.130 -0.023 0.1155
H -11.484 3.477 -0.922 0.102 0.208 -0.104 0.1098
H -9.276 2.587 -1.617 -0.121 0.275 0.158 0.0948
H -3.909 3.228 -1.009 0.157 0.297 -0.226 0.0470
H -2.754 3.164 1.169 -0.037 0.061 0.223 0.0749
H -4.054 3.590 3.281 0.032 0.052 -0.177 0.1133
H -6.481 4.192 3.163 0.369 -0.069 -0.327 0.1246
H -7.598 4.348 0.947 0.641 -0.411 -0.016 0.1148
H -8.113 4.456 -4.259 -0.034 0.021 -0.147 0.0803
H -9.638 5.386 -5.958 -0.068 -0.023 0.133 0.1082
H -8.976 5.493 -8.351 0.135 -0.076 0.273 0.1141
H -6.694 4.720 -9.002 -0.124 0.000 0.223 0.1114
H -5.139 3.811 -7.315 -0.597 0.139 0.035 0.0991
H -4.221 1.302 -5.936 0.131 0.131 -0.114 0.0962
H -2.146 0.976 -7.263 0.039 0.342 0.164 0.1119
H -0.434 2.799 -7.354 -0.313 0.097 0.120 0.1123
H -0.913 5.011 -6.286 -0.239 -0.414 0.124 0.1169
H -2.955 5.315 -4.933 0.116 -0.420 -0.271 0.0917
C -1.544 -0.256 -0.490 0.070 -0.629 0.655 -0.1677
C -0.455 -0.776 -0.044 -2.431 0.411 -0.986 -0.0282
C 0.604 -1.619 0.402 1.471 -0.097 0.699 -0.2114
C 1.920 -1.195 0.820 -0.459 -0.275 -0.302 0.0111
C 2.859 -2.107 1.314 0.172 1.180 0.013 -0.0442
C 2.555 -3.446 1.463 -0.652 -0.367 -0.675 -0.0244
C 1.352 -3.915 0.908 -0.250 0.461 0.238 -0.0362
C 0.380 -3.021 0.454 -0.308 -0.072 -0.211 -0.0159
H 2.206 -0.153 0.764 -0.084 -0.267 -0.088 0.0751
H 3.865 -1.728 1.579 -0.832 -0.243 -0.003 0.1339
H 3.239 -4.125 1.965 -0.033 0.058 -0.305 0.1268
H 1.159 -4.981 0.844 -0.115 0.133 0.246 0.1190
H -0.606 -3.376 0.144 0.420 -0.129 0.005 0.1197